Run i
DFT (the ωB97M-V functional and the def2-TZVPD basis) results for 2 unconnected molecules or ions with the total composition F3N.

Last column: natural (NBO) charge in e.
CARTESIAN COORDINATES (ANGSTROEM)
N  0.314  0.057  0.441  0.661
F  0.512  -1.082  -0.228  -0.119
F  -1.614  -0.069  -0.145  -0.440
F  0.696  1.114  -0.217  -0.103

Summary:
Highest occupied orbital energy (alpha / beta) in Eh: -0.463 / -0.463
Lowest unoccupied orbital energy (alpha / beta) in eV: -3.2 / -3.2
Charge: 0
Gap between HOMO and LUMO (alpha / beta) in eV: 9.359 / 9.361

Run ii
DFT (the ωB97M-V functional and the def2-TZVPD basis) results for a molecular structure, F3N.

Last column: natural (NBO) charge in e.
CARTESIAN COORDINATES (ANGSTROEM)
N  -0.083  -0.351  0.369  0.662
F  -0.909  -0.236  -0.763  -0.195
F  -0.005  1.358  0.586  -0.346
F  0.997  -0.771  -0.192  -0.121

Summary:
Highest occupied orbital energy in Eh: -0.487
Lowest unoccupied orbital energy in eV: -1.7
Charge: 0
Gap between HOMO and LUMO in eV: 11.581

Which one is most stable, and which one is least stable? run ii is the most stable of them, while run i is the least stable.

Run i
DFT (the ωB97M-V functional and the def2-TZVPD basis) results for 2 unconnected molecules or ions with the total composition CH4N4O.

Last column: natural (NBO) charge in e.
CARTESIAN COORDINATES (ANGSTROEM)
C  0.565  -0.390  -0.017  -0.454
N  -0.734  -2.271  0.599  0.250
N  -1.097  -3.140  1.227  -0.099
N  -1.027  -0.860  -2.376  -0.013
N  -0.413  -1.453  -0.212  -0.346
O  -0.248  -1.323  -3.158  -0.280
H  0.694  -0.353  1.046  0.214
H  1.312  -0.412  -0.886  0.242
H  0.014  0.518  -0.349  0.224
H  -1.730  -1.562  -1.977  0.263

Summary:
Highest occupied orbital energy (alpha / beta) in Eh: -0.335 / -0.335
Lowest unoccupied orbital energy (alpha / beta) in eV: 0.1 / 0.1
Charge: 0
Gap between HOMO and LUMO (alpha / beta) in eV: 9.198 / 9.199

Run ii
DFT (the ωB97M-V functional and the def2-TZVPD basis) results for a single CH4N4O molecule.

Last column: natural (NBO) charge in e.
CARTESIAN COORDINATES (ANGSTROEM)
C  0.293  0.182  -1.267  -0.430
N  -0.481  0.170  -0.067  -0.191
N  -0.214  1.239  0.781  -0.083
N  0.264  0.785  1.889  0.145
O  0.245  -0.473  1.987  -0.201
N  -0.310  -1.046  0.668  -0.224
H  1.156  0.763  -1.255  0.199
H  0.517  -0.882  -1.488  0.228
H  -0.255  0.682  -2.153  0.206
H  -1.215  -1.420  0.906  0.351

Summary:
Highest occupied orbital energy in Eh: -0.333
SMILES: CN1N=NON1
Lowest unoccupied orbital energy in eV: 1.0
Charge: 0
Gap between HOMO and LUMO in eV: 10.027

Which one is most stable, and which one is least stable? run ii is the most stable of them, while run i is the least stable.

Run i
DFT (the ωB97M-V functional and the def2-TZVPD basis) results for a single C16H19N3O3 molecule.

Last column: natural (NBO) charge in e.
CARTESIAN COORDINATES (ANGSTROEM)
O  -0.333  -1.214  -2.691  -0.586
C  0.116  -0.272  -2.079  0.792
O  0.881  0.637  -2.692  -0.658
C  -0.156  -0.056  -0.584  -0.157
C  1.151  0.067  0.235  -0.426
C  1.768  1.441  0.183  -0.140
C  1.305  2.538  0.842  -0.006
N  2.098  3.624  0.573  -0.535
C  3.108  3.246  -0.274  0.190
C  4.159  3.991  -0.821  -0.254
C  5.041  3.330  -1.664  -0.209
C  4.879  1.961  -1.951  -0.237
C  3.853  1.225  -1.413  -0.191
C  2.945  1.868  -0.548  -0.135
N  -0.986  -1.133  -0.135  -0.616
C  -1.725  -0.992  0.990  0.688
O  -1.612  -0.009  1.724  -0.650
C  -2.644  -2.142  1.357  -0.138
C  -3.167  -3.063  0.251  -0.417
C  -4.489  -3.609  0.813  -0.410
C  -4.715  -2.810  2.115  -0.222
N  -3.889  -1.629  1.929  -0.613
H  1.198  1.291  -2.096  0.501
H  -0.696  0.877  -0.485  0.231
H  0.871  -0.157  1.273  0.253
H  1.861  -0.712  -0.098  0.220
H  0.446  2.640  1.507  0.230
H  1.970  4.551  0.932  0.415
H  4.277  5.062  -0.598  0.216
H  5.867  3.888  -2.105  0.217
H  5.594  1.473  -2.594  0.216
H  3.703  0.166  -1.658  0.219
H  -1.206  -1.841  -0.822  0.434
H  -2.070  -2.772  2.112  0.180
H  -2.429  -3.847  0.013  0.214
H  -3.365  -2.474  -0.651  0.214
H  -4.446  -4.687  0.973  0.210
H  -5.303  -3.436  0.118  0.212
H  -4.410  -3.423  2.993  0.160
H  -5.755  -2.512  2.247  0.202
H  -3.694  -1.087  2.780  0.385

Summary:
Highest occupied orbital energy in Eh: -0.305
SMILES: O=C(O)[C@H](Cc1c[nH]c2ccccc12)NC(=O)[C@@H]1CCCN1
Lowest unoccupied orbital energy in eV: 0.7
Charge: 0
Gap between HOMO and LUMO in eV: 9.011

Run ii
DFT (the ωB97M-V functional and the def2-TZVPD basis) results for a single C16H19N3O3 molecule.

Last column: natural (NBO) charge in e.
CARTESIAN COORDINATES (ANGSTROEM)
C  -1.817  -0.065  -6.375  -0.199
C  -3.022  -0.485  -5.799  -0.216
C  -3.194  -0.372  -4.429  -0.156
C  -2.197  0.216  -3.599  -0.135
C  -2.398  0.341  -2.174  0.457
N  -3.455  -0.069  -1.529  -0.279
N  -3.260  0.245  -0.244  -0.283
C  -2.100  0.859  -0.125  0.449
C  -1.518  1.455  1.125  -0.255
N  -0.145  1.064  1.613  -0.470
C  0.968  0.756  0.687  -0.203
C  2.269  0.386  1.430  -0.446
C  2.006  -0.451  2.664  0.547
C  0.775  -0.109  3.516  -0.460
C  0.168  1.202  3.054  -0.202
O  3.120  -0.294  3.560  -0.547
C  3.620  -1.564  3.940  -0.094
C  2.654  -2.563  3.337  -0.095
O  2.061  -1.817  2.271  -0.535
O  -1.502  0.983  -1.358  -0.413
C  -1.003  0.645  -4.218  -0.166
C  -0.812  0.480  -5.602  -0.220
H  -1.660  -0.258  -7.442  0.216
H  -3.835  -0.866  -6.463  0.224
H  -4.146  -0.729  -4.017  0.238
H  -2.222  1.228  1.910  0.236
H  -1.532  2.524  0.984  0.194
H  1.183  1.582  0.045  0.177
H  0.651  -0.080  0.046  0.191
H  2.975  -0.170  0.741  0.241
H  2.801  1.273  1.730  0.225
H  0.060  -0.912  3.365  0.221
H  1.002  -0.128  4.587  0.222
H  -0.693  1.445  3.624  0.208
H  0.905  2.011  3.217  0.174
H  4.606  -1.720  3.525  0.171
H  3.654  -1.660  5.007  0.181
H  3.184  -3.454  2.999  0.199
H  1.857  -2.865  4.063  0.164
H  -0.170  1.126  -3.699  0.222
H  0.162  0.808  -5.969  0.219

Summary:
Highest occupied orbital energy in Eh: -0.296
SMILES: c1ccc(-c2nnc(CN3CCC4(CC3)OCCO4)o2)cc1
Lowest unoccupied orbital energy in eV: 0.3
Charge: 0
Gap between HOMO and LUMO in eV: 8.376

Which one is most stable, and which one is least stable? run i is the most stable of them, while run ii is the least stable.

Run i
DFT (the ωB97M-V functional and the def2-TZVPD basis) results for 2 unconnected molecules or ions with the total composition C2H8N3.

Last column: natural (NBO) charge in e.
CARTESIAN COORDINATES (ANGSTROEM)
C  0.968  -0.847  -0.772  0.315
C  -2.053  0.763  0.932  -0.383
N  0.858  0.383  -0.358  -0.338
N  1.858  -1.184  -1.636  -0.690
N  0.235  0.702  0.765  -0.392
H  0.231  -1.596  -0.385  0.190
H  -2.801  -0.044  1.049  0.219
H  -1.958  1.301  1.822  0.182
H  -2.244  1.332  0.004  0.211
H  1.806  -2.116  -2.129  0.439
H  2.575  -0.573  -1.848  0.424
H  0.258  1.718  0.982  0.427
H  0.268  0.159  1.575  0.398

Summary:
Highest occupied orbital energy (alpha / beta) in Eh: -0.489 / -0.498
Lowest unoccupied orbital energy (alpha / beta) in eV: -5.9 / -4.9
Charge: +1
Gap between HOMO and LUMO (alpha / beta) in eV: 7.429 / 8.675

Run ii
DFT (the ωB97M-V functional and the def2-TZVPD basis) results for 3 unconnected molecules or ions with the total composition C2H8N3.

Last column: natural (NBO) charge in e.
CARTESIAN COORDINATES (ANGSTROEM)
C  2.260  1.476  0.059  0.178
C  -1.924  1.106  -0.058  -0.575
N  -0.960  0.196  -0.053  -0.168
N  1.998  0.374  -0.145  -0.420
N  0.567  -1.917  -0.051  -0.910
H  2.630  2.437  0.268  0.252
H  1.510  -1.728  0.219  0.469
H  -2.883  0.600  0.197  0.274
H  -1.613  1.666  0.881  0.282
H  -1.926  1.472  -1.131  0.275
H  0.216  -2.693  -0.606  0.444
H  0.074  -1.014  -0.415  0.470
H  0.051  -1.974  0.835  0.428

Summary:
Highest occupied orbital energy (alpha / beta) in Eh: -0.512 / -0.513
Lowest unoccupied orbital energy (alpha / beta) in eV: -5.0 / -5.1
Charge: +1
Gap between HOMO and LUMO (alpha / beta) in eV: 8.952 / 8.906

Run iii
DFT (the ωB97M-V functional and the def2-TZVPD basis) results for a gas-phase ion, C2H8N3 (charge +1).

Last column: natural (NBO) charge in e.
CARTESIAN COORDINATES (ANGSTROEM)
N  1.177  0.596  1.426  -0.806
C  0.489  0.475  0.183  0.068
N  -0.955  0.589  0.382  -0.670
C  -0.160  -0.773  -0.253  0.198
N  -0.375  -1.224  -1.469  -0.730
H  1.414  1.599  1.609  0.398
H  2.161  0.184  1.105  0.394
H  0.841  1.101  -0.665  0.208
H  -1.187  0.648  1.376  0.443
H  -1.645  1.158  -0.280  0.451
H  -0.304  -1.560  0.411  0.238
H  -1.024  -1.990  -1.525  0.406
H  -0.432  -0.804  -2.300  0.403

Summary:
Highest occupied orbital energy in Eh: -0.545
SMILES: N[C@@H]1[NH2+][C@H]1N
Lowest unoccupied orbital energy in eV: -3.2
Charge: +1
Gap between HOMO and LUMO in eV: 11.670

Run iv
DFT (the ωB97M-V functional and the def2-TZVPD basis) results for 2 unconnected molecules or ions with the total composition C2H8N3.

Last column: natural (NBO) charge in e.
CARTESIAN COORDINATES (ANGSTROEM)
C  1.047  -2.130  0.457  0.034
N  0.392  -1.190  1.019  -0.696
H  1.017  -2.335  -0.607  0.171
H  1.627  -2.867  1.021  0.185
H  0.830  -0.959  1.914  0.379
H  -1.558  0.418  0.508  0.427
N  0.432  0.904  -0.830  -0.706
C  -0.611  1.649  -0.676  0.418
N  -1.464  1.415  0.354  -0.727
H  0.632  0.063  -0.213  0.441
H  0.840  0.763  -1.749  0.428
H  -0.816  2.434  -1.394  0.228
H  -2.369  1.836  0.195  0.417

Summary:
Highest occupied orbital energy in Eh: -0.543
Lowest unoccupied orbital energy in eV: -3.9
Charge: +1
Gap between HOMO and LUMO in eV: 10.869

Which one is most stable, and which one is least stable? run iv is the most stable of them, while run ii is the least stable.

Run i
DFT (the ωB97M-V functional and the def2-TZVPD basis) results for 2 unconnected molecules or ions with the total composition C3HF3O.

Last column: natural (NBO) charge in e.
CARTESIAN COORDINATES (ANGSTROEM)
C  1.777  1.076  0.272  0.489
C  0.064  -0.920  0.018  0.064
C  -0.999  -0.137  -0.219  0.649
O  1.563  2.187  0.173  -0.504
F  0.097  -1.503  1.159  -0.296
F  -1.695  0.313  0.808  -0.300
F  -1.407  0.396  -1.364  -0.292
H  0.600  -1.413  -0.848  0.191

Summary:
Highest occupied orbital energy in Eh: -0.353
Lowest unoccupied orbital energy in eV: 1.0
Charge: 0
Gap between HOMO and LUMO in eV: 10.573

Run ii
DFT (the ωB97M-V functional and the def2-TZVPD basis) results for 2 unconnected molecules or ions with the total composition C3HF3O.

Last column: natural (NBO) charge in e.
CARTESIAN COORDINATES (ANGSTROEM)
F  -2.346  0.921  -0.610  -0.252
C  -1.529  0.948  0.341  0.253
C  -0.735  0.909  1.259  0.252
F  0.201  0.955  2.126  -0.253
O  2.069  -0.924  -0.029  -0.523
C  1.179  -0.929  -0.815  0.725
F  0.081  -1.560  -0.573  -0.315
H  1.080  -0.319  -1.700  0.113

Summary:
Highest occupied orbital energy in Eh: -0.383
SMILES: FC#CF.O=CF
Lowest unoccupied orbital energy in eV: 0.7
Charge: 0
Gap between HOMO and LUMO in eV: 11.103

Which one is most stable, and which one is least stable? run i is the most stable of them, while run ii is the least stable.

Run i
DFT (the ωB97M-V functional and the def2-TZVPD basis) results for a single C5H10N2 molecule.

Last column: natural (NBO) charge in e.
CARTESIAN COORDINATES (ANGSTROEM)
C  1.252  -0.711  -0.021  -0.179
C  0.782  0.400  -0.680  0.169
C  1.178  1.417  -1.643  -0.674
C  0.172  -0.981  2.208  -0.439
C  -1.793  0.099  -0.267  -0.419
N  0.128  -0.862  0.782  -0.206
N  -0.480  0.336  0.175  -0.303
H  2.229  -1.112  0.014  0.186
H  0.850  2.338  -1.326  0.222
H  2.273  1.299  -1.730  0.219
H  0.897  1.244  -2.693  0.212
H  0.045  0.081  2.623  0.212
H  -0.591  -1.701  2.520  0.201
H  1.133  -1.488  2.394  0.211
H  -2.197  1.021  -0.792  0.213
H  -1.829  -0.794  -0.831  0.175
H  -2.305  -0.193  0.624  0.199

Summary:
Highest occupied orbital energy (alpha / beta) in Eh: -0.150 / -0.317
Lowest unoccupied orbital energy (alpha / beta) in eV: 1.2 / -0.7
Multiplicity: 3
Charge: 0
Gap between HOMO and LUMO (alpha / beta) in eV: 5.256 / 7.914

Run ii
DFT (the ωB97M-V functional and the def2-TZVPD basis) results for a single C5H10N2 molecule.

Last column: natural (NBO) charge in e.
CARTESIAN COORDINATES (ANGSTROEM)
C  -0.056  1.320  -0.368  -0.230
C  -1.051  0.475  -0.046  0.222
C  -2.478  0.560  0.361  -0.732
C  2.279  0.697  0.449  -0.436
C  0.241  -1.909  -0.522  -0.446
N  1.065  0.421  -0.298  -0.191
N  0.281  -0.650  0.300  -0.320
H  -0.058  2.264  -0.911  0.194
H  -2.686  1.119  1.305  0.208
H  -3.244  0.899  -0.379  0.249
H  -3.002  -0.434  0.522  0.243
H  2.149  1.286  1.415  0.208
H  2.704  -0.346  0.697  0.218
H  2.981  1.227  -0.320  0.213
H  -0.153  -2.826  0.105  0.209
H  -0.196  -1.863  -1.518  0.189
H  1.225  -2.239  -0.795  0.202

Summary:
Highest occupied orbital energy (alpha / beta) in Eh: -0.174 / -0.321
Lowest unoccupied orbital energy (alpha / beta) in eV: 1.2 / -1.4
Multiplicity: 3
Charge: 0
Gap between HOMO and LUMO (alpha / beta) in eV: 5.927 / 7.341

Which one is most stable, and which one is least stable? run i is the most stable of them, while run ii is the least stable.